The following is a quantum chemistry calculation of C25H29BIrN6OS as an isolated structure, from the OMol25 dataset.

CARTESIAN COORDINATES (ANGSTROEM)
H: -0.81 -6.33 -0.76
C: 1.41 -2.74 3.85
H: -4.49 1.46 -2.36
H: 1.59 -3.62 4.47
H: 0.97 -0.13 3.13
N: -0.14 0.95 -1.03
C: -4.23 3.58 -4.01
C: -2.51 1.19 -1.62
H: 0.62 -5.84 0.59
C: 0.66 -3.15 2.58
B: -0.46 -5.57 0.10
N: 2.63 -0.09 -0.99
H: -0.71 -0.06 3.75
H: -2.66 -2.91 0.16
H: -0.34 3.31 0.08
C: 4.02 3.83 1.59
C: 0.66 2.92 0.11
C: -4.17 -0.06 -0.28
C: 0.90 1.65 -0.46
H: 0.16 3.05 -2.57
C: 0.12 -0.71 3.49
H: -5.21 3.55 -3.52
C: 2.22 1.12 -0.36
H: -1.58 4.22 -3.84
C: 3.89 -0.43 -1.34
H: 4.69 -2.21 -2.35
C: 3.19 1.85 0.30
N: -2.22 -1.03 -0.64
H: 4.18 1.44 0.40
C: 1.65 3.63 0.75
C: -3.47 1.83 -2.37
Ir: -0.19 -1.05 -0.96
H: 4.72 0.23 -1.18
N: 1.78 -1.07 -1.40
H: 2.04 -2.92 -2.33
H: 4.04 3.53 2.64
C: -3.02 -1.92 -0.06
H: 5.00 3.62 1.17
H: 2.37 -2.31 3.59
H: -4.33 3.06 -4.96
H: 1.42 4.59 1.19
C: -1.85 3.38 -3.21
C: -0.31 -4.16 -0.53
H: 1.06 -1.20 5.37
H: -4.90 0.74 -0.29
H: -3.99 4.62 -4.22
O: 0.45 -1.00 0.91
C: -1.17 1.63 -1.67
C: -4.27 -1.35 0.19
S: -0.36 -1.73 2.07
C: 2.94 3.10 0.86
N: -0.25 -3.06 -0.91
C: 0.53 -1.71 4.56
H: 1.29 -3.40 1.73
C: -0.87 2.74 -2.49
C: 3.86 -1.66 -1.95
H: 3.85 4.91 1.56
H: -1.31 -5.40 0.95
H: -0.04 -3.98 2.74
N: -2.93 0.12 -0.78
H: -0.35 -2.19 5.00
H: -5.12 -1.81 0.65
C: 2.52 -2.03 -1.95
C: -3.17 2.94 -3.17

Summary:
Total charge   +2
E_LUMO (alpha / beta)   -7.59 / -8.39 eV
Multiplicity   2
Frontier orbital gap (alpha / beta)   6.30 / 6.13 eV
<S²>   0.789
Relative energy (zero: lowest compared OMol25 entry of this formula, charge and spin)   0.0 kJ/mol

The following is a quantum chemistry calculation of C50H57Cl3OPRu as an isolated structure, from the OMol25 dataset.

CARTESIAN COORDINATES (ANGSTROEM)
C: -1.07 1.59 5.14
C: 1.95 -1.64 0.46
H: -2.70 5.15 -4.65
C: 3.29 3.03 -2.89
H: 4.16 0.16 2.34
C: -0.98 1.58 2.69
H: 2.55 4.03 -4.66
C: -5.09 2.21 -4.00
C: -0.23 7.20 -1.20
H: 4.02 -3.30 2.61
H: -1.34 -2.38 2.66
C: 2.77 -1.90 -2.38
H: 1.34 -1.60 -4.00
C: 0.78 -2.43 0.64
Cl: -2.02 3.61 1.27
H: 0.91 2.86 1.38
H: 2.37 -3.04 -4.18
C: 3.10 -3.05 2.09
H: 1.91 -4.54 3.08
C: -0.72 0.99 3.94
Ru: -0.21 0.29 -0.31
C: -4.53 4.20 -5.21
H: 0.26 -3.05 -3.09
C: 2.42 3.08 -4.15
H: 4.01 -1.48 0.96
C: -1.86 3.53 -2.62
H: 1.37 2.95 -3.91
C: 0.01 4.86 -1.68
H: -2.27 -2.86 -2.69
H: -2.15 -4.60 -2.97
H: -0.10 -4.01 1.78
C: 2.88 0.56 -2.54
C: -1.23 2.32 -2.26
C: 0.27 -3.94 -2.45
H: -2.15 8.05 -1.64
C: -2.00 3.44 3.94
C: -3.08 3.42 -3.43
H: -3.71 1.61 -2.47
C: -1.30 4.80 -2.18
O: -0.68 1.06 1.53
C: 2.54 -0.54 -1.78
C: 2.72 1.98 -0.66
C: 1.79 2.61 1.98
C: 4.78 3.01 -3.25
H: 4.56 -2.26 -1.20
H: -2.96 -0.44 -0.11
C: 1.93 -3.75 2.34
C: -1.65 2.83 2.76
H: -0.92 -6.03 -1.34
C: -1.70 2.81 5.14
C: 2.94 1.85 -2.02
C: 2.16 -0.39 -0.42
C: -3.00 -3.73 0.98
H: 1.25 -4.05 -1.99
H: 3.02 -1.45 -4.50
H: 3.10 3.93 -2.30
H: 5.04 3.87 -3.86
H: 3.76 1.60 3.24
C: 4.25 -2.28 -2.24
C: -2.33 -2.37 0.72
H: -4.74 4.91 -5.99
C: 2.36 0.91 0.17
C: 3.77 1.16 2.25
C: 3.09 -2.02 1.16
C: -3.95 2.34 -3.24
C: -0.74 1.20 -2.11
H: 2.20 -2.61 -1.79
H: 4.42 -3.29 -2.62
H: 5.02 2.10 -3.81
H: 4.88 -1.59 -2.80
C: 2.34 -2.00 -3.85
C: -0.71 -5.21 -0.64
H: -3.10 5.95 -2.46
C: 0.81 -3.44 1.60
H: 0.11 -4.81 -3.09
Cl: -2.13 3.57 6.64
H: 0.60 3.95 -1.67
C: -5.40 3.14 -4.98
H: 1.51 2.65 3.03
H: 2.84 2.96 -0.21
H: 0.31 -5.35 -0.28
H: -3.00 -1.79 2.65
H: -2.40 -4.36 1.64
C: -2.06 -1.79 2.10
C: -2.16 -3.83 -2.20
C: -1.53 7.16 -1.67
H: -4.26 -1.42 0.58
H: -2.50 4.40 3.93
P: -0.76 -2.29 -0.40
H: -3.93 -3.52 1.51
H: -3.05 -4.00 -1.59
H: -1.39 -5.33 0.20
H: -6.29 3.03 -5.58
H: -3.26 -4.30 0.09
C: 2.34 1.22 1.66
H: 1.74 0.47 2.16
C: -0.84 -3.90 -1.41
C: -2.07 5.98 -2.15
C: -3.34 -1.46 -0.01
H: -1.70 -0.77 2.06
H: 5.40 3.03 -2.35
H: -0.84 1.09 6.07
H: 2.55 3.38 1.82
C: 0.53 6.04 -1.20
H: 3.13 0.41 -3.58
Cl: 0.06 -0.57 4.03
C: -3.39 4.34 -4.44
H: 2.71 2.29 -4.85
H: 1.54 6.06 -0.82
H: 4.46 1.74 1.63
H: 0.18 8.13 -0.81
H: -5.76 1.37 -3.82
H: -3.59 -1.82 -1.00

Summary:
Total charge   0
E_LUMO (alpha / beta)   0.41 / -1.08 eV
Multiplicity   6
Frontier orbital gap (alpha / beta)   6.72 / 6.77 eV
<S²>   8.796

The following is a quantum chemistry calculation of C26H25AlClFN5O11P2S as an isolated structure at a distorted geometry, from the OMol25 dataset.

CARTESIAN COORDINATES (ANGSTROEM)
O: -0.76 3.10 1.22
C: -5.71 -3.14 0.33
H: -0.97 -3.45 -2.03
N: -0.23 5.36 1.03
C: 2.34 -3.88 -2.61
H: -6.70 -2.76 0.56
C: -4.25 -4.99 -0.12
N: -0.85 -1.31 -3.66
C: 0.25 -2.22 -3.30
C: 5.88 8.05 0.75
H: 3.16 -4.53 -2.33
H: 3.70 9.05 3.16
C: -4.64 -2.28 0.16
C: 0.02 -3.27 -2.44
C: 4.11 8.48 2.34
C: -3.18 -4.12 -0.27
N: -4.84 -0.84 0.29
H: -6.35 -5.18 0.30
H: 6.86 8.29 0.35
H: 3.55 -2.65 -3.88
O: 7.19 10.17 1.85
H: 2.41 7.19 2.20
C: 3.90 6.70 0.74
F: 1.33 5.00 -0.60
C: -3.37 -2.76 -0.13
C: 2.56 -2.82 -3.48
H: -4.10 -6.06 -0.24
C: 0.09 -7.13 1.64
H: -2.18 -4.51 -0.51
O: 5.64 10.52 3.29
C: 1.37 -6.70 1.37
H: -4.94 1.98 -1.03
O: -1.93 -1.52 -3.15
C: -5.51 -4.50 0.18
H: -3.90 5.26 0.14
C: 1.07 4.97 0.73
S: -2.38 1.19 -2.04
H: 3.04 -8.71 3.52
O: -0.61 -0.41 -4.44
H: -3.38 1.55 0.63
O: -3.87 -0.11 0.11
H: -2.24 7.17 -1.85
C: 1.51 -1.99 -3.83
O: -2.16 -6.93 1.18
C: 1.07 -4.11 -2.09
P: -3.56 2.03 -0.68
H: 1.69 -1.17 -4.51
N: 6.12 9.91 2.36
Cl: -3.72 5.07 -3.79
H: 3.45 -6.94 1.84
C: 2.44 -7.27 2.05
H: 0.73 -9.45 4.00
H: 1.56 -5.93 0.63
P: -1.98 5.07 -2.57
H: -1.16 -8.44 2.80
C: 5.15 7.01 0.22
C: 5.35 8.78 1.81
C: -0.16 -8.11 2.59
H: 5.55 6.43 -0.60
O: 1.91 4.61 1.51
C: 0.91 -8.68 3.26
H: -2.54 -2.08 -0.26
O: -1.51 6.65 -2.22
H: 3.33 5.89 0.32
Al: -2.81 4.27 -0.49
C: 2.21 -8.26 2.99
H: -0.30 5.54 2.03
O: -5.95 -0.43 0.57
H: 0.90 -4.93 -1.41
N: -1.04 -6.55 0.91
C: -1.13 4.13 0.73
C: 3.38 7.43 1.80
O: -0.79 -5.71 0.06

Summary:
Total charge   -1
E_LUMO   0.18 eV
Frontier orbital gap   4.22 eV
Relative energy (zero: lowest compared OMol25 entry of this formula, charge and spin)   0.0 kJ/mol

The following is a quantum chemistry calculation of C37H34KN2O4PS2 as an isolated structure at a distorted geometry, from the OMol25 dataset.

CARTESIAN COORDINATES (ANGSTROEM)
H: 3.23 -0.42 -7.52
H: 3.54 -1.42 -0.14
N: 2.30 0.58 2.82
H: -5.36 2.99 0.48
H: 0.39 -4.45 0.10
H: 2.00 -4.68 -0.63
C: -4.41 0.85 -0.96
H: -5.78 -0.48 -1.91
H: 0.71 5.40 -1.49
C: 1.66 4.93 -1.75
O: -3.98 1.54 1.91
S: 1.35 -2.38 -0.49
H: 5.02 1.60 -4.20
C: 4.58 0.67 -1.27
N: 1.75 0.41 -1.30
P: 2.93 1.06 -1.99
H: -6.52 5.16 0.36
C: 2.15 -0.50 -5.67
H: 1.31 -0.41 -3.66
H: 2.38 -5.07 1.80
H: 7.12 -1.58 -1.49
C: 2.96 2.91 -2.04
C: 3.97 5.08 -2.38
H: -5.25 7.23 -0.12
C: 4.24 0.64 -5.94
C: -3.37 6.20 -0.28
C: 3.15 0.64 -3.79
C: -2.84 1.77 1.49
C: 2.12 -4.07 1.45
C: 2.76 5.70 -2.08
H: -0.95 2.38 0.73
C: -2.69 2.46 0.07
C: 1.76 3.54 -1.72
C: 4.21 1.01 -4.61
C: -4.81 3.89 0.24
H: 5.98 0.89 1.81
C: 3.21 -0.12 -6.48
C: 1.42 -4.10 0.10
C: 2.12 -0.12 -4.33
C: 5.86 0.59 0.78
H: 2.48 -1.21 1.25
C: 4.82 1.11 0.03
H: 2.68 6.78 -2.09
C: -3.43 3.80 0.03
C: -4.08 -0.07 -3.16
H: 4.84 5.68 -2.63
H: 5.24 -0.69 -2.80
C: 6.70 -0.37 0.24
O: -1.72 1.52 2.02
C: 3.34 -3.19 1.21
O: 0.15 -1.82 0.23
H: 1.46 -3.61 2.19
C: -4.74 6.27 -0.08
C: 5.42 -0.30 -1.81
H: -1.47 1.88 -2.26
H: -2.80 7.09 -0.48
H: -4.97 0.91 -0.04
H: 0.91 2.92 -1.44
C: -5.45 5.11 0.18
H: 4.14 1.82 0.49
O: -1.31 2.68 -0.14
C: -2.87 0.60 -3.25
C: -2.43 1.40 -2.20
H: 3.86 -2.91 2.12
C: -2.72 4.97 -0.22
H: 5.08 0.93 -6.57
C: 4.06 3.70 -2.36
H: 4.05 -3.72 0.57
K: 0.28 0.47 0.89
C: -4.85 0.06 -2.01
H: -2.25 0.49 -4.13
H: 7.49 -0.80 0.84
S: 4.65 -0.14 4.24
H: 5.01 3.22 -2.58
C: 3.26 0.29 3.42
H: -4.42 -0.70 -3.98
H: -1.65 4.90 -0.37
C: 6.48 -0.81 -1.06
H: 1.34 -1.10 -6.07
C: -3.20 1.54 -1.05
C: 2.82 -1.93 0.51

Summary:
Total charge   -2
E_LUMO   4.10 eV
Frontier orbital gap   6.33 eV
Relative energy (zero: lowest compared OMol25 entry of this formula, charge and spin)   60.3 kJ/mol